Here is C30H23AuCl4IN5O2S as an isolated structure from the Open Molecules 2025 dataset. Energies are from the ωB97M-V functional and the def2-TZVPD basis.

**Gap between HOMO and LUMO**: 6.653 eV
**Energy relative to the best compared isomer or geometry (same formula, charge and spin)**: 1.063 eV
**HOMO level**: -6.455 eV
**Strongest force on any atom**: 0.72 eV/Å

Geometry (Å):
Au: -0.304 -0.087 -0.199
Cl: -1.197 -6.821 2.434
C: -1.309 -5.332 1.532
C: -2.207 -5.243 0.498
C: -2.321 -4.062 -0.223
I: -3.668 -3.912 -1.830
C: -1.580 -2.898 0.045
O: -1.754 -1.818 -0.608
C: -0.619 -3.028 1.131
N: 0.144 -1.951 1.408
C: 0.989 -1.984 2.407
C: 1.161 -3.118 3.217
C: 0.436 -4.244 2.938
C: -0.496 -4.236 1.876
H: -2.829 -6.094 0.257
H: 1.563 -1.078 2.580
H: 1.860 -3.092 4.041
H: 0.563 -5.146 3.520
Cl: 6.032 10.036 2.851
C: 5.050 8.710 2.345
C: 5.370 8.010 1.195
C: 4.572 6.946 0.814
C: 3.463 6.549 1.554
C: 2.629 5.381 1.058
C: 2.879 4.154 1.965
N: 1.922 3.068 1.838
C: 1.060 2.679 2.830
C: 0.322 1.656 2.326
N: 0.707 1.419 1.034
C: 1.650 2.300 0.755
O: 1.258 5.665 1.053
C: 0.893 6.630 0.070
C: 0.884 6.102 -1.330
C: -0.134 5.381 -1.879
Cl: -1.606 4.969 -1.112
S: 0.187 4.905 -3.502
C: 1.717 5.673 -3.454
C: 1.956 6.260 -2.254
C: 3.168 7.273 2.714
Cl: 1.829 6.869 3.734
C: 3.950 8.349 3.106
H: 6.229 8.297 0.605
H: 4.822 6.398 -0.087
H: 2.954 5.145 0.036
H: 2.836 4.482 3.000
H: 3.881 3.773 1.759
H: 1.053 3.151 3.797
H: -0.436 1.055 2.796
H: 2.169 2.375 -0.186
H: 1.576 7.486 0.119
H: -0.103 6.957 0.365
H: 2.357 5.640 -4.321
H: 2.856 6.816 -2.028
H: 3.703 8.899 4.002
N: -4.134 -1.023 -5.099
C: -3.204 -0.632 -4.173
C: -1.860 -1.001 -4.289
C: -0.957 -0.560 -3.349
N: -1.278 0.235 -2.327
C: -2.559 0.596 -2.223
C: -3.540 0.210 -3.108
H: -3.901 -1.807 -5.684
H: -5.103 -0.955 -4.841
H: -1.540 -1.638 -5.104
H: 0.083 -0.859 -3.406
H: -2.802 1.228 -1.379
H: -4.564 0.531 -2.964